Here is a molecular structure, C53H51CsI2N5O2PS3Si2Te from the Open Molecules 2025 dataset. Energies are from ωB97M-V/def2-TZVPD.

XYZ file:
```
121
Properties=species:S:1:pos:R:3
Cs -0.00097 0.46422 -0.31862
N -1.94125 3.60306 3.02914
C -2.70469 4.12128 2.01879
C -3.44599 5.28214 1.90785
C -4.09168 5.50180 0.70217
C -3.99698 4.58989 -0.34840
C -3.26759 3.42179 -0.24111
C -2.61211 3.17903 0.96188
N -1.81355 2.14427 1.34063
C -1.40449 2.42080 2.55516
C -0.47896 1.64342 3.31472
C -0.15546 1.83914 4.64590
S 1.07147 0.73288 5.13874
C 1.05619 0.09241 3.50958
N 0.21853 0.64287 2.72122
H -1.72720 4.04974 3.90387
H -3.51217 5.99656 2.71711
H -4.67725 6.40193 0.56919
H -4.50786 4.81347 -1.27508
H -3.18852 2.71293 -1.04971
H -0.57586 2.52358 5.35378
H 1.71785 -0.70595 3.23773
I 2.68632 5.09214 0.92855
C 1.70529 4.83736 -0.92970
C 1.79351 5.80877 -1.89643
C 1.12890 5.63417 -3.08855
I 1.32665 7.17941 -4.55284
C 0.35771 4.49634 -3.34245
C -0.37972 4.25761 -4.51857
C -1.10168 3.10266 -4.65313
C -1.08149 2.17287 -3.60420
N -0.40646 2.36615 -2.50060
C 0.29816 3.48373 -2.33372
C 0.99594 3.62260 -1.05798
O 0.97185 2.75679 -0.16306
H 2.37803 6.70268 -1.72718
H -0.37324 4.99581 -5.31226
H -1.67394 2.91054 -5.55094
H -1.63579 1.24450 -3.66456
O -3.61950 0.18261 -1.68661
C -4.05198 -0.62193 -0.93410
C -4.61101 -1.52775 -0.16197
C -5.95965 -1.99126 -0.46287
C -6.57496 -2.90161 0.32894
C -5.95979 -3.40787 1.48943
C -4.68076 -2.98703 1.80239
C -3.97301 -2.08735 1.03139
P -2.26131 -1.64564 1.44980
C -1.57460 -3.34384 1.65678
C -0.89039 -3.80257 0.52852
C -0.44362 -5.10600 0.43531
C -0.66585 -5.98182 1.48724
C -1.31633 -5.53568 2.62662
C -1.76760 -4.22969 2.71746
C -2.54152 -1.03673 3.15411
C -1.76956 -1.37479 4.25990
C -1.98713 -0.76855 5.48416
C -2.95340 0.21258 5.61282
C -3.70184 0.58676 4.50744
C -3.50224 -0.03605 3.29338
H -6.44400 -1.59868 -1.34619
H -7.56736 -3.25265 0.07361
H -6.47986 -4.11599 2.11771
H -4.19822 -3.37068 2.68996
H -0.72212 -3.11408 -0.28756
H 0.06600 -5.44543 -0.45728
H -0.33673 -7.01069 1.41907
H -1.48412 -6.22701 3.44569
H -2.26882 -3.91448 3.62302
H -0.97832 -2.09773 4.16243
H -1.38871 -1.05319 6.33859
H -3.10328 0.69865 6.56743
H -4.44534 1.36845 4.59784
H -4.08094 0.26082 2.42652
S 1.81113 -1.40316 -2.29794
C 0.60748 -2.43435 -2.78780
N -0.59643 -2.48981 -2.32788
C -1.34159 -3.49820 -2.84018
C -2.63884 -3.81791 -2.45059
C -3.26180 -4.90922 -3.01972
C -2.62773 -5.67338 -3.99204
C -1.34779 -5.35664 -4.41805
C -0.70274 -4.28741 -3.82624
S 0.91766 -3.70408 -4.07409
H -3.12250 -3.21265 -1.70055
H -4.26290 -5.16971 -2.70806
H -3.13208 -6.53169 -4.41641
H -0.86170 -5.94033 -5.18770
C 2.65388 -5.69925 2.95236
Si 3.00594 -3.98945 3.71138
C 4.21119 -4.23136 5.18972
C 1.35587 -3.33767 4.38831
C 3.79871 -2.78172 2.48855
Te 2.67887 -2.11164 0.68929
C 3.09892 -3.93351 -0.39206
Si 4.81759 -4.01201 -1.18894
C 5.23341 -5.86642 -1.47401
C 6.22017 -3.30085 -0.09609
C 4.88983 -3.08443 -2.85000
H 2.34536 -6.40976 3.71406
H 3.52158 -6.10738 2.44478
H 1.84462 -5.61855 2.23466
H 3.77317 -4.86412 5.95661
H 4.45546 -3.27875 5.65022
H 5.14209 -4.69282 4.87332
H 0.81033 -4.10543 4.92978
H 0.74620 -3.03275 3.54278
H 1.48171 -2.48606 5.05074
H 4.73729 -3.19618 2.13287
H 4.04605 -1.86082 3.01661
H 2.35506 -3.93692 -1.18087
H 2.88741 -4.77451 0.25908
H 5.28475 -6.41132 -0.53500
H 6.18739 -5.98627 -1.97947
H 4.47005 -6.33478 -2.08780
H 6.40337 -3.90719 0.78604
H 5.96563 -2.29565 0.22765
H 7.15207 -3.24633 -0.65164
H 4.23255 -3.54184 -3.58356
H 5.89492 -3.05908 -3.26537
H 4.55050 -2.06150 -2.71704
```

Properties
relative energy (zero: lowest compared OMol25 entry of this formula, charge and spin) = 34.6 kcal/mol
charge = -2
molar mass = 1487.68 g/mol
total energy = -5473.108030 a.u.
2S+1 = 1
gap between HOMO and LUMO = 3.13 eV